[1]
DFT (ωB97M-V/def2-TZVPD) results for a molecular structure, C27H50ClN12OSi4W at a distorted geometry.

Geometry as XYZ:
```
96
Properties=species:S:1:pos:R:3:mulliken_charge:R:1
W 2.0744 -0.6874 0.8283 0.988
N 4.8342 1.4999 0.5784 0.014
C 5.0817 0.1606 0.5822 0.195
N 6.2700 -0.3790 0.5421 -0.507
N 6.0333 -1.7213 0.5273 -0.580
N 4.7940 -1.9815 0.5387 -0.269
N 4.1006 -0.7764 0.6005 0.626
C 3.5823 2.0234 0.4596 0.388
N 3.3057 3.2890 0.2995 -0.867
N 1.9478 3.3319 0.2144 -0.341
N 1.4177 2.1834 0.3220 -0.029
N 2.4570 1.2750 0.4946 0.332
H 5.6195 2.1309 0.5240 0.246
C -5.7270 2.2506 -1.0829 -1.722
C -4.5615 1.8415 -1.9899 1.722
C -4.3699 2.8949 -3.0905 -1.800
C -4.9350 0.5344 -2.7048 -1.982
C -3.2487 1.6636 -1.1567 2.624
O -2.1167 1.5143 -2.0254 -0.682
C -2.9645 2.7456 -0.1033 -1.064
C -2.9005 4.2169 -0.5238 -0.664
C -2.3944 5.0468 0.6295 -0.587
C -1.0326 5.0917 0.9170 -0.117
C -0.5560 5.8079 2.0029 -0.891
C -1.4553 6.4846 2.8118 0.361
Cl -0.8676 7.3828 4.1773 -0.216
C -2.8132 6.4609 2.5448 -0.876
C -3.2738 5.7406 1.4515 -0.095
C -3.2961 0.3010 -0.4472 -2.583
N -2.0961 0.0801 0.3580 1.083
C -0.9157 -0.3267 -0.0579 -0.554
N -0.0788 -0.3808 0.9838 0.284
C -0.8552 0.0324 2.0394 -0.719
N -2.0800 0.3036 1.6952 -0.883
H -6.6527 2.2546 -1.6619 0.504
H -5.5994 3.2499 -0.6640 0.323
H -5.8706 1.5535 -0.2522 0.287
H -5.3072 3.0053 -3.6388 0.494
H -3.6140 2.5772 -3.8120 0.404
H -4.1005 3.8781 -2.7139 0.277
H -5.7234 0.7363 -3.4310 0.525
H -5.3234 -0.2238 -2.0193 0.299
H -4.0834 0.1197 -3.2501 0.352
H -1.8634 2.3786 -2.3675 0.510
H -1.9935 2.5071 0.3352 0.119
H -3.6924 2.6505 0.7085 0.337
H -3.8819 4.5830 -0.8212 0.527
H -2.2358 4.3532 -1.3839 0.457
H -0.3253 4.5664 0.2828 0.455
H 0.5039 5.8494 2.2178 0.483
H -3.4983 7.0030 3.1830 0.415
H -4.3374 5.7251 1.2378 0.396
H -3.3277 -0.4871 -1.1935 0.840
H -4.1453 0.1935 0.2206 0.242
H -0.6854 -0.5373 -1.0890 0.732
H -0.4981 0.1137 3.0492 0.443
C 4.2004 -1.1601 3.7950 -1.241
Si 2.5125 -1.6490 3.1883 0.521
C 2.4853 -3.5019 2.8866 -1.003
C 1.2398 -1.1592 4.4734 -1.349
Si 1.9931 -2.5834 -0.7015 -0.610
Si 0.1903 -4.0200 -0.1962 1.157
C -0.8571 -3.6653 -1.7232 -1.357
C -0.7669 -3.5997 1.3674 -0.859
C 0.7242 -5.8028 -0.1431 -1.159
Si 3.2062 -3.0315 -2.7041 0.570
C 2.0216 -2.5362 -4.0635 -1.092
C 4.7616 -2.0220 -2.7559 -1.023
C 3.5717 -4.8549 -2.7633 -1.070
H 4.3204 -1.5815 4.7984 0.441
H 4.3278 -0.0780 3.8774 0.343
H 4.9930 -1.5592 3.1605 0.358
H 2.7865 -3.9735 3.8318 0.513
H 3.2309 -3.7758 2.1362 0.245
H 1.5149 -3.9099 2.6142 0.154
H 1.6561 -1.3919 5.4586 0.417
H 0.2989 -1.7077 4.3770 0.389
H 1.0299 -0.0870 4.4747 0.430
H -0.6477 -2.7117 -2.2196 0.275
H -1.9142 -3.6642 -1.4421 0.389
H -0.7060 -4.4518 -2.4670 0.389
H -0.3193 -2.8181 1.9868 -0.214
H -0.8535 -4.4999 1.9812 0.513
H -1.7801 -3.2726 1.1160 0.491
H 1.2042 -6.1372 -1.0655 0.304
H -0.1677 -6.4197 0.0120 0.398
H 1.4073 -5.9922 0.6883 0.316
H 1.7437 -1.4804 -4.0008 0.323
H 1.1077 -3.1358 -4.0494 0.311
H 2.5040 -2.6925 -5.0336 0.420
H 4.5583 -0.9477 -2.7433 0.292
H 5.2808 -2.2525 -3.6921 0.427
H 5.4315 -2.2589 -1.9310 0.321
H 2.6659 -5.4659 -2.7691 0.271
H 4.2113 -5.1789 -1.9395 0.342
H 4.1085 -5.0545 -3.6968 0.402
```

For the electronic energy, the calculation gives -3476.17668 Eh. The HOMO energy (alpha / beta) comes out at -10.589 / -10.589 eV. The charge is +1. The LUMO energy (alpha / beta) is -4.768 / -4.898 eV.

[2]
DFT (ωB97M-V/def2-TZVPD) results for a molecular structure, C39H34OP2SiV.

Geometry as XYZ:
```
78
Properties=species:S:1:pos:R:3:mulliken_charge:R:1
V -0.5472 -0.1305 0.7392 -0.414
C 3.2336 -0.3941 0.6539 -1.224
Si 1.8166 -0.2858 -0.5500 1.954
C 2.0101 1.3042 -1.5238 0.568
C 3.1917 1.5784 -2.2137 -0.786
C 3.3325 2.7641 -2.9237 -0.982
C 2.3068 3.7069 -2.9383 -0.891
C 1.1354 3.4684 -2.2373 -0.997
C 0.9992 2.2680 -1.5416 0.399
P -0.3861 1.9485 -0.4613 1.852
C 0.0374 2.4980 1.2039 0.524
C 1.3552 2.8823 1.5176 -0.975
C 1.6545 3.3392 2.7862 -0.892
C 0.6568 3.4112 3.7580 -0.686
C -0.6451 3.0237 3.4656 -1.047
C -0.9563 2.5719 2.1937 -0.299
C -1.8367 2.7935 -1.1061 0.815
C -2.6514 3.6315 -0.3436 -0.819
C -3.7426 4.2536 -0.9334 -0.791
C -4.0218 4.0477 -2.2776 -0.713
C -3.1987 3.2311 -3.0459 -0.692
C -2.1099 2.6038 -2.4656 -0.679
C 1.7868 -1.7659 -1.6990 0.672
C 2.6187 -1.9836 -2.7941 -1.002
C 2.5540 -3.1900 -3.4829 -0.776
C 1.6643 -4.1968 -3.0988 -0.907
C 0.8242 -4.0035 -2.0141 -0.888
C 0.8929 -2.7820 -1.3477 0.616
P -0.0961 -2.3700 0.0681 2.007
C -0.1494 -3.6262 1.3263 0.612
C -1.3011 -4.3673 1.6023 -0.556
C -1.2354 -5.4013 2.5223 -0.885
C -0.0340 -5.7009 3.1526 -0.571
C 1.1197 -4.9814 2.8577 -0.825
C 1.0669 -3.9467 1.9415 -0.687
C -1.7236 -1.7577 -0.3294 -0.385
C -2.6405 -1.4589 0.7108 -0.070
C -3.7086 -0.6014 0.4526 -1.097
C -3.9137 -0.0813 -0.8234 -0.444
C -3.0242 -0.3792 -1.8480 -0.880
C -1.8903 -1.1426 -1.5903 -0.359
H 4.1584 -0.3266 0.0713 0.442
H 3.2401 0.4374 1.3589 0.375
H 3.2723 -1.3366 1.2006 0.390
H 4.0156 0.8747 -2.2082 0.447
H 4.2473 2.9575 -3.4682 0.480
H 2.4283 4.6322 -3.4849 0.495
H 0.3473 4.2106 -2.2244 0.559
H 2.1224 2.8624 0.7539 0.560
H 2.6599 3.6650 3.0185 0.501
H 0.8962 3.7832 4.7459 0.470
H -1.4168 3.0880 4.2208 0.504
H -1.9786 2.2753 1.9781 0.527
H -2.4210 3.8521 0.6883 0.568
H -4.3599 4.9189 -0.3451 0.497
H -4.8676 4.5440 -2.7348 0.466
H -3.3954 3.1005 -4.1019 0.485
H -1.4569 1.9934 -3.0786 0.648
H 3.3320 -1.2358 -3.1143 0.386
H 3.2126 -3.3567 -4.3253 0.485
H 1.6312 -5.1277 -3.6484 0.474
H 0.1319 -4.7767 -1.7036 0.567
H -2.2342 -4.1606 1.0937 0.554
H -2.1207 -5.9840 2.7375 0.470
H 0.0091 -6.5132 3.8658 0.447
H 2.0572 -5.2409 3.3304 0.483
H 1.9739 -3.4166 1.6695 0.599
H -2.5362 -1.9196 1.6833 0.504
H -4.4148 -0.3872 1.2454 0.538
H -4.7726 0.5473 -1.0194 0.487
H -3.2059 -0.0111 -2.8487 0.616
H -1.1733 -1.3439 -2.3781 0.602
C 1.4411 -0.6376 3.4576 -1.266
C 0.3815 -0.4468 2.4631 1.299
O -0.8157 -0.2888 2.6724 -0.458
H 1.0148 -0.7493 4.4537 0.442
H 2.0961 0.2370 3.4150 0.310
H 2.0559 -1.4983 3.1976 0.245
```

For the electronic energy, the calculation gives -3497.04255 Eh. The HOMO energy comes out at -17.056 eV. The charge is +3. The LUMO energy is -10.193 eV.

[3]
DFT (ωB97M-V/def2-TZVPD) results for a molecular structure, C4H12BBaBrInN2O3 at a distorted geometry.

Geometry as XYZ:
```
25
Properties=species:S:1:pos:R:3:mulliken_charge:R:1
C -2.3720 -0.6866 0.9937 -0.877
C -1.2481 -1.3369 0.0730 0.499
C -0.6939 -2.6629 0.6057 -1.079
N -0.7999 -0.8521 -1.0278 -0.635
In 1.0449 0.1846 -0.4300 0.971
Br 3.1315 -1.3220 -0.8254 -0.405
C 0.7236 0.6490 1.7299 -0.477
N 1.9221 1.2059 2.3867 -0.580
O 1.1628 1.8663 -1.6380 -0.740
B 1.1479 1.5864 -2.9914 0.570
O 0.2874 0.6294 -3.5713 -0.464
O 1.9634 2.2394 -3.8807 -0.455
H -3.1026 -1.4669 1.2339 0.484
H -1.9670 -0.2835 1.9316 0.414
H -2.8950 0.1606 0.4136 -0.279
H -0.7176 -2.6172 1.7036 0.357
H -1.3207 -3.4937 0.2712 0.400
H 0.3318 -2.7719 0.2484 0.272
H 0.4692 -0.3073 2.2087 0.258
H -0.1809 1.2959 1.8792 0.120
H 1.8345 2.2175 2.4107 0.225
H 1.8534 0.9479 3.3684 0.256
H -0.5845 0.7487 -3.1932 0.175
H 2.7014 2.6607 -3.4290 0.297
Ba -2.6918 1.4087 -0.4714 1.690
```

For the electronic energy, the calculation gives -3309.07453 Eh. The HOMO energy comes out at -11.366 eV. The charge is +1. The LUMO energy is -5.535 eV.